1.
DFT (ωB97M-V/def2-TZVPD) results for a molecular structure, C7H9N3 in a non-equilibrium geometry.

Positions of all 19 atoms, in Å:
1 C -3.218 -0.613 0.418
2 C -3.257 0.634 -0.154
3 C -1.203 -0.019 -0.030
4 C 2.145 1.364 -0.222
5 C 1.331 -1.542 0.004
6 C 0.238 0.135 -0.110
7 C 2.465 -1.683 0.613
8 N -1.893 -1.014 0.437
9 N 0.768 1.265 -0.151
10 N -2.053 1.078 -0.448
11 H -4.030 -1.234 0.670
12 H -4.101 1.171 -0.565
13 H 2.581 0.754 -1.009
14 H 2.685 1.120 0.775
15 H 1.090 -2.163 -0.787
16 H 3.102 -2.617 0.485
17 H 2.900 -0.983 1.380
18 H 2.452 2.349 -0.476
19 H -2.002 1.997 -0.831

The calculation puts the HOMO energy at -8.51 eV. The energy above the lowest of the compared OMol25 structures with the same formula, charge and spin comes out at 90.8 kcal per mole. Its HOMO-LUMO gap is 0.340 hartree. As for the lowest unoccupied orbital energy: 0.7 eV.



2.
DFT (ωB97M-V/def2-TZVPD) results for C7H9N3 in the gas phase in a non-equilibrium geometry.

Positions of all 19 atoms, in Å:
1 C 2.613 -0.513 -0.144
2 C 2.531 0.882 -0.117
3 C 1.360 -1.173 -0.237
4 C 1.408 1.606 -0.142
5 C 0.260 -0.396 -0.384
6 C 0.227 0.955 -0.296
7 C -1.086 -0.916 -0.580
8 N -1.056 1.357 -0.444
9 N -2.050 0.230 -0.550
10 N -2.857 0.217 0.535
11 H 3.502 -1.152 0.135
12 H 3.505 1.334 -0.019
13 H 1.391 -2.211 -0.257
14 H 1.583 2.717 -0.280
15 H -1.053 -1.395 -1.572
16 H -1.223 -1.853 0.060
17 H -1.436 2.034 0.201
18 H -2.616 0.061 1.499
19 H -3.698 0.769 0.357

The calculation puts the HOMO energy (spin up / spin down) at -3.85 / -8.55 eV. The energy above the lowest of the compared OMol25 structures with the same formula, charge and spin comes out at 61.1 kcal per mole. Its spin multiplicity is 3. Its HOMO-LUMO gap (spin up / spin down) is 0.175 / 0.247 hartree. As for the lowest unoccupied orbital energy (spin up / spin down): 0.9 / -1.8 eV.



3.
DFT (ωB97M-V/def2-TZVPD) results for a molecular structure, C7H9N3O2S2 in a non-equilibrium geometry.

Positions of all 23 atoms, in Å:
1 C 1.537 0.867 -0.819
2 C 2.611 0.284 -0.105
3 C 1.301 -1.694 0.339
4 C 0.327 0.207 -0.795
5 C 2.513 -1.054 0.460
6 C 0.282 -1.112 -0.341
7 C -3.278 1.921 0.304
8 N -0.945 0.670 -1.397
9 N -1.968 -0.209 -0.970
10 N 3.595 -1.735 0.860
11 O -1.445 0.432 1.549
12 O -3.555 -0.610 0.904
13 S -1.323 -1.868 -0.564
14 S -2.515 0.337 0.619
15 H 1.681 1.775 -1.416
16 H 3.605 0.715 0.026
17 H 1.140 -2.816 0.445
18 H -3.690 2.022 -0.673
19 H -3.950 1.962 1.045
20 H -2.681 2.890 0.413
21 H -0.966 0.597 -2.383
22 H 4.326 -1.108 1.026
23 H 3.397 -2.473 1.475

The calculation puts the HOMO energy at -7.78 eV. The energy above the lowest of the compared OMol25 structures with the same formula, charge and spin comes out at 73.5 kcal per mole. Its HOMO-LUMO gap is 0.308 hartree. As for the lowest unoccupied orbital energy: 0.6 eV.



4.
DFT (ωB97M-V/def2-TZVPD) results for C7H9N3O3 in the gas phase in a non-equilibrium geometry.

Positions of all 22 atoms, in Å:
1 C 1.725 1.165 -0.751
2 C 1.336 -0.281 1.244
3 C -0.818 0.962 0.637
4 C -1.592 -0.303 -1.245
5 C 1.870 0.100 -0.033
6 C 2.939 -0.934 -0.561
7 C -3.267 -0.784 0.454
8 N 1.809 2.182 -1.364
9 N 0.130 0.369 1.537
10 N -0.790 0.421 -0.620
11 O 1.847 -0.991 2.087
12 O -1.594 1.832 1.022
13 O -2.568 -1.064 -0.810
14 H -1.346 -0.409 -2.359
15 H 3.591 -0.343 -1.193
16 H 2.272 -1.594 -1.057
17 H 3.400 -1.203 0.316
18 H -3.892 -1.599 0.439
19 H -3.627 0.252 0.470
20 H -2.666 -0.813 1.462
21 H 0.172 0.796 2.389
22 H 1.069 2.240 -2.064

The calculation puts the HOMO energy (spin up / spin down) at -5.25 / -9.84 eV. The energy above the lowest of the compared OMol25 structures with the same formula, charge and spin comes out at 77.8 kcal per mole. Its spin multiplicity is 3. Its HOMO-LUMO gap (spin up / spin down) is 0.212 / 0.258 hartree. As for the lowest unoccupied orbital energy (spin up / spin down): 0.5 / -2.8 eV.